Entry 1:
Molecular formula: C22H33FIrN7O5
Method: DFT, ωB97M-V/def2-TZVPD

Calculated values
**Spin multiplicity**: 5
**Charge**: +2
**Frontier orbital gap (alpha / beta)**: 8.582 / 6.278 eV
**HOMO (alpha / beta)**: -13.4 / -13.5 eV

```
69
Properties=species:S:1:pos:R:3:forces:R:3:mulliken_spin:R:1
Ir -0.2965 -0.8132 -0.0776 0.6385 -0.7991 0.1351 3.05
F -4.8157 -0.8546 -5.4688 -0.0881 -0.0267 -0.0380 0.00
O -1.1844 -1.1851 -2.1185 -0.2250 0.0883 0.9020 0.11
O -0.1068 -0.7165 2.0873 -0.3010 1.5528 -0.9921 0.17
O 1.0903 -1.5100 3.8418 -0.1455 0.8721 -0.0537 0.04
O 1.3983 -1.6721 -1.1303 -0.9909 0.3652 1.0369 0.15
O 2.8552 -2.0908 -2.7513 -0.8340 0.3011 0.7041 0.02
N 4.5625 -4.3159 0.1264 0.1360 0.9367 -0.8476 0.00
N -0.0818 1.4953 0.1250 0.0027 -0.2588 0.1989 0.14
N -0.4142 -3.0439 0.9684 0.2026 0.2177 -0.7267 0.16
N 3.4498 -6.2730 0.6466 -0.0879 0.1445 -0.0593 0.00
N -2.4897 -0.0328 0.2384 0.2672 -0.1742 0.1200 0.14
N 3.8957 -5.7144 -1.5534 0.2198 0.2923 0.2409 0.00
N 0.6571 -0.6483 -5.7445 0.0814 -0.0635 0.1662 0.01
C 0.8143 -1.1870 -3.4214 -0.4036 -0.0420 0.4579 -0.02
C -2.8724 -0.7385 -6.7754 0.0394 0.0518 0.0296 0.00
C -1.2292 1.9316 0.9466 -0.2705 0.0618 -0.0087 0.00
C 3.1005 -5.9246 2.0219 -0.3161 0.1963 0.2816 0.00
C -2.7587 -0.9726 -4.3781 -0.0944 -0.0046 -0.0604 0.00
C 1.3668 -0.9103 -4.6606 -0.0474 0.0163 -0.0314 0.00
C 0.3300 -3.1039 2.2184 0.3832 1.7501 0.9312 0.01
C -0.5815 -1.1079 -3.2343 0.5195 0.2316 -0.7918 0.02
C 1.7558 -1.6620 -2.3666 1.5652 -0.5239 -1.1778 0.00
C 2.7873 -0.2732 -7.0282 -0.0942 0.0037 0.1105 0.00
C 1.7395 -3.6839 2.1376 -0.2683 -0.7542 -0.2129 0.00
C -1.4983 -0.6997 -6.8768 -0.0381 0.0146 -0.0722 0.00
C 1.7317 -5.2256 2.1965 0.2947 0.1617 -0.1754 0.00
C 3.9653 -5.4323 -0.2453 -0.2661 -0.6663 -0.3729 0.00
C -0.7306 -0.7557 -5.6963 -0.3034 -0.0328 0.1627 0.00
C -1.3628 -0.9356 -4.4517 -0.0257 0.0147 0.0534 0.02
C -0.8422 -0.6438 -8.2330 0.0503 -0.0549 0.0301 0.00
C 0.6341 -1.0040 -8.1406 -0.1639 0.1662 0.0721 0.00
C -2.5105 1.4434 0.2926 0.1487 0.1271 0.1168 -0.01
C 0.4842 -1.5979 2.8084 0.1565 -2.8768 -0.1834 0.01
C 1.2722 -0.1929 -7.0179 0.1877 -0.0720 -0.3561 0.00
C -3.4856 -0.8451 -5.5310 0.1800 -0.0416 0.1597 0.00
H 1.0301 -5.6332 1.4629 0.0086 -0.1126 0.0295 0.00
H -3.1589 -0.3890 -0.4349 0.0569 -0.0670 -0.0311 0.00
H -1.2554 3.0153 1.0658 0.0207 -0.0045 -0.0358 0.01
H 0.7571 -2.0682 -7.9226 0.0457 -0.0086 -0.0420 0.00
H 3.1400 -1.2992 -6.9121 0.0095 0.0030 0.0308 0.00
H -2.7235 -0.4127 1.1519 -0.1275 0.0232 -0.0193 0.00
H -2.5835 1.8277 -0.7261 -0.0380 -0.0529 -0.0176 0.00
H -0.2387 -3.5995 3.0066 -0.0737 -0.2114 -0.1361 0.00
H 0.9732 0.8540 -7.1328 0.0011 -0.0066 0.0333 0.00
H 1.1353 -0.7927 -9.0834 0.0402 0.0091 0.0157 0.00
H 3.1110 -7.1607 0.3153 -0.0251 0.0073 -0.1194 0.00
H -1.1216 1.4738 1.9301 0.0704 0.0792 0.0064 -0.01
H 2.4423 -0.8961 -4.7402 0.0048 -0.0293 -0.0479 0.00
H 1.3671 -5.5070 3.1856 -0.1041 -0.0361 -0.0299 0.00
H 3.9040 -5.3247 2.4526 -0.0199 -0.0911 0.1358 0.00
H -3.4902 -0.6939 -7.6634 0.0015 -0.0185 -0.0064 0.00
H 3.2402 0.3609 -6.2661 0.0444 -0.0364 -0.0036 0.00
H 3.5572 -6.5971 -1.8923 -0.0739 0.0160 -0.0085 0.00
H -1.3994 -3.2446 1.0763 0.0630 -0.2267 -0.0274 -0.01
H -3.3687 1.8107 0.8559 -0.0337 -0.0122 -0.0511 0.01
H 4.7692 -3.6212 -0.6055 -0.0992 -0.3859 0.9033 0.00
H 2.2246 -3.3057 1.2352 0.0572 0.0310 -0.1060 -0.01
H -3.2424 -1.1216 -3.4246 -0.0380 0.0264 -0.0236 0.00
H 4.3549 -5.0921 -2.2013 -0.0586 -0.2154 -0.0999 0.00
H 2.2823 -3.3212 3.0097 0.0130 0.1478 -0.0711 0.00
H 3.0791 -6.8621 2.5723 0.1447 -0.0019 0.0131 0.00
H 4.6590 -4.0770 1.0962 0.0373 0.1854 -0.0311 0.00
H -1.3593 -1.3250 -8.9089 -0.0433 0.0381 -0.0002 0.00
H -0.0113 -3.5985 0.2199 -0.1308 -0.1672 0.1051 -0.01
H 3.1346 0.0896 -7.9935 -0.0200 0.0031 -0.0184 0.00
H -0.9612 0.3633 -8.6421 0.0495 -0.0152 -0.0416 0.00
H 0.7910 1.7435 0.5811 0.0346 -0.0579 -0.0340 0.00
H -0.1019 1.9565 -0.7802 0.0735 0.0120 -0.0204 0.00
```
Forces are in eV/Å.

Entry 2:
Molecular formula: C3H6N2O2
Method: DFT, ωB97M-V/def2-TZVPD

Calculated values
**Spin multiplicity**: 1
**SMILES**: [H]/N=C/OCC(N)=O
**Frontier orbital gap**: 10.514 eV
**Energy above the lowest of the compared OMol25 structures with the same formula, charge and spin**: 139.8 kJ/mol
**HOMO**: -9.7 eV

```
13
Properties=species:S:1:pos:R:3:forces:R:3:mulliken_charge:R:1
O 1.1189 -0.0014 1.0847 -0.0219 0.1596 0.0345 -0.32
O -2.1830 0.3192 1.1985 0.2666 -0.1227 -0.2168 -0.59
N -1.5382 -0.2438 -0.9155 -0.0591 0.1840 0.0829 -0.42
N 1.1672 0.6498 -1.1318 0.2344 -0.0587 0.2716 -0.56
C -0.0723 -0.7913 0.9842 -0.0947 -0.1709 0.0472 -0.52
C -1.3528 -0.1319 0.4308 -0.1377 0.0625 0.0727 0.62
C 1.6659 0.5998 0.0317 0.0012 0.0992 -0.2115 0.09
H 0.1489 -1.7114 0.4338 0.0182 0.1519 -0.0433 0.34
H -0.6905 -0.1804 -1.4725 -0.1350 -0.0498 0.1117 0.29
H -0.2976 -1.0252 2.0237 0.0012 -0.0852 -0.1582 0.23
H 2.6151 1.0476 0.3367 -0.1385 0.0378 -0.0339 0.36
H -2.3419 0.2578 -1.2676 0.0585 -0.0518 0.0459 0.26
H 1.7603 1.2111 -1.7366 0.0067 -0.1560 -0.0028 0.23
```
Forces are in eV/Å.

Entry 3:
Molecular formula: C26H66F6KN2O29S8V
Method: DFT, ωB97M-V/def2-TZVPD

Calculated values
**Spin multiplicity**: 1
**Frontier orbital gap**: 9.131 eV
**HOMO**: -10.0 eV

```
139
Properties=species:S:1:pos:R:3:forces:R:3:mulliken_charge:R:1
V 1.7729 -0.1420 1.0465 3.2246 1.9039 -0.1400 0.37
K 1.9161 3.8154 2.9838 0.0289 -0.4677 -0.1251 1.06
S -1.5505 -2.0232 -6.8766 -0.4828 1.0289 -0.2004 1.11
S 3.6694 -2.3377 -0.8615 5.0356 -3.3846 -1.5688 0.75
S 2.3191 0.2997 -5.9046 1.0802 1.5144 0.4608 1.10
S 1.2447 -1.8540 -1.6884 -1.3474 -0.0044 -1.2883 -0.06
S -3.7362 0.3915 1.3049 -1.2964 1.0851 -2.1582 0.83
S 0.7640 1.3005 5.5045 -1.2472 -0.3867 1.3637 1.02
S -0.4945 -3.4713 3.3965 0.4581 -0.5136 -0.1552 1.13
S -4.2877 4.3956 -3.5162 1.0779 -3.5322 -0.2920 1.11
F 5.1583 -1.2492 1.1352 0.7690 4.0225 0.1871 -0.26
F -0.5697 -3.0116 0.0542 0.4699 0.7172 0.6352 -0.16
F 4.0472 -2.8013 1.8636 0.0900 -1.6477 -0.5039 -0.20
F 0.8823 -4.4392 -0.6879 -0.7792 1.4081 -0.6099 -0.19
F -0.7841 -3.6807 -1.9165 0.8798 0.1767 -0.5407 -0.17
F 5.8797 -3.0778 0.6194 0.7406 -2.2056 -0.2915 -0.20
O 0.3381 -0.7432 -1.8590 0.5787 -0.5112 1.4054 0.12
O 2.7903 1.6215 -6.8555 0.3539 -3.1777 0.2742 -0.44
O -0.7453 1.8835 5.9599 1.9756 0.0623 0.7199 -0.44
O 3.4301 -3.7765 -1.2810 0.7688 4.2627 1.5078 -0.57
O -5.1450 -0.0752 2.0382 1.1509 1.8264 -2.2875 -0.44
O 0.9800 1.6087 4.1035 -0.1166 0.0609 1.1366 -0.46
O -0.0893 -2.0678 3.1306 -1.6949 -3.5279 0.3380 -0.56
O 3.4442 -1.4363 6.0408 1.1928 -0.8581 -0.9389 -0.53
O 5.5154 -1.8871 5.5027 -2.0006 -0.4501 -0.4300 -0.55
O -1.1772 -0.6582 -7.2522 -0.2414 -2.1276 0.1879 -0.58
O 1.8297 -2.2787 -2.9429 -0.0326 -0.0989 1.7188 -0.55
O 4.3960 -1.4056 -1.7474 -0.7655 -1.8646 1.3982 -0.56
O 1.6931 1.7128 6.5487 -1.4844 -0.2233 -1.8689 -0.66
O 4.2267 2.3461 3.3800 0.3684 0.8849 0.5592 -0.53
O -2.3439 -2.8362 -7.8064 1.3219 1.2423 2.1445 -0.65
O -4.9434 4.9097 -4.6854 0.7278 -0.0924 0.8165 -0.58
O -2.9795 1.1751 2.2732 -0.5298 -0.8190 -0.7784 -0.56
O 0.3654 -4.6022 2.9833 -1.6004 2.4174 0.8335 -0.73
O 2.8593 1.7704 0.8060 -1.1401 -1.5051 0.9830 -0.03
O -2.8155 3.7210 -4.0002 -1.8625 1.5202 0.2334 -0.44
O 2.2286 -0.7393 2.4518 -0.4832 0.5126 -0.7014 -0.25
O 1.0009 0.5675 -5.3834 0.3150 -0.4544 -0.8928 -0.29
O -4.1153 1.0162 0.0029 0.6126 -1.4445 3.4041 -0.60
O -0.5947 2.9240 1.8801 1.1235 -0.6178 1.6903 0.03
O -2.0371 -3.7765 2.8199 2.1529 2.2167 1.4677 -0.03
O 0.2262 -0.0262 0.9135 -0.8050 -0.1136 0.3322 0.45
O -4.0264 5.1539 -2.3329 -0.2640 0.3816 -0.1870 -0.60
O 2.6780 -0.9212 -6.6053 -0.6070 1.9259 0.6711 -0.70
O -2.3599 -1.8648 -5.4459 -0.0761 -0.5828 -1.9496 -0.46
N 4.2986 -2.1025 5.4262 0.7363 1.4264 2.1309 0.95
N 2.3917 -1.5974 -0.3571 -4.4075 0.6316 -1.0471 0.36
C -2.1915 -5.5830 1.4242 -1.2208 -1.6752 -0.8019 -1.07
C 4.7955 -2.4215 0.8224 -2.8094 0.1445 -1.3240 0.61
C -0.8466 3.3085 0.5994 -1.0226 1.1840 -1.9546 -1.04
C 3.0687 3.9513 -7.3440 0.5975 -1.3217 0.3606 -1.38
C 0.1389 -3.3474 -1.0100 0.4467 -0.9775 0.1091 0.47
C -0.8775 -3.6149 5.1838 0.8518 0.4217 -0.2187 -1.30
C -3.1980 2.2481 5.7961 0.9848 -0.0015 -0.5530 -1.46
C 3.7809 -3.2116 4.5974 0.2341 0.8690 0.4166 -0.40
C -0.6503 2.8557 -3.6193 -0.5078 -0.5044 0.3140 -0.69
C 2.2843 2.8813 -6.5462 -1.4913 1.4222 -0.7184 0.19
C 2.8800 4.1475 -0.0886 1.1625 -0.8489 1.6916 -1.57
C -3.0073 -0.5816 -3.5879 -0.8065 0.2677 0.4056 -1.37
C -1.8861 -0.8708 -4.5085 0.6299 -0.6975 -0.1528 0.84
C -5.3551 -2.0935 3.2559 -0.3760 1.6657 0.7923 -0.84
C -5.1584 -0.5068 3.3577 0.7879 -3.6425 0.6398 0.18
C 2.9410 2.6119 -0.3067 -0.3116 0.4830 -1.7508 1.28
C -0.1197 -2.9452 -6.2459 0.1493 0.2014 -0.3972 -0.54
C 3.4194 0.5884 -4.4592 -0.6660 -0.7225 -0.6505 -0.87
C -2.9107 -1.1730 0.8884 -0.4725 1.2637 0.9334 -0.07
C -1.9705 3.2474 -2.9550 0.8149 -0.0100 -0.1101 0.31
C -5.0987 2.7604 -3.0202 -0.3676 2.5501 -0.7412 -0.65
C 4.6714 1.2363 4.1327 -0.3501 -1.5966 -0.2077 -0.50
C -2.4653 -5.1400 2.8099 0.3365 0.3219 -0.3181 -0.50
C -1.8172 2.1113 5.0581 -1.5146 -1.0403 -0.5790 1.01
C 4.1344 2.2530 -1.2050 -0.7909 -0.3401 -0.5734 -0.83
C 0.4092 -0.4723 5.7237 0.3134 1.2304 0.2960 -0.32
H -3.0724 2.9590 6.6128 -0.4354 -0.1040 0.0228 0.38
H -0.7063 2.0849 -4.3880 -0.3483 -0.1161 0.1943 0.05
H -2.7158 0.1850 -2.8699 0.0492 0.0378 0.0343 0.13
H 4.3036 3.0179 -1.9630 0.5350 0.5414 0.4596 0.41
H -1.2006 -4.5997 5.5214 -0.2512 0.0478 -0.5735 0.44
H -1.1808 -5.5824 1.0161 0.0090 0.2284 0.6084 0.16
H 5.2617 0.5553 3.5196 0.2274 0.0890 -0.2406 0.25
H -1.2950 2.3342 2.1688 -0.0931 -0.3835 0.0951 -0.02
H -3.9616 2.5547 5.0812 0.3403 0.7575 -0.1989 0.39
H 3.6466 4.3989 0.6444 0.1953 0.1881 0.4392 0.42
H 0.4980 -2.2738 -5.6495 -0.4174 0.1057 0.2695 -0.13
H 3.2371 -2.6169 3.8635 -0.0120 -0.7195 -0.4795 0.02
H -5.4474 -2.4359 4.2866 -0.2580 -0.3686 -0.0603 0.44
H -2.2148 -0.8489 0.1145 0.0490 -0.3948 0.0129 -0.08
H 4.0114 2.0170 2.5043 -0.1751 -0.2060 -0.6614 0.17
H 1.9134 4.4156 0.3378 -0.0790 0.3807 -0.4664 -0.01
H -2.4092 -1.4822 1.8054 0.1581 -0.1673 -0.2533 -0.39
H -2.4647 2.4760 -2.3644 0.0455 -0.6222 -0.4163 -0.23
H -1.5775 0.0436 -5.0151 0.2706 -0.3153 -0.1192 0.27
H 0.5668 -3.2764 -7.0251 -0.4739 0.0616 -0.4041 0.44
H 5.0121 1.9406 -0.6392 0.0512 0.2459 -0.1682 0.23
H 0.0531 -3.4240 5.7183 0.1833 0.0953 -0.1875 0.39
H 4.0083 1.4955 -4.5952 0.1231 -0.3502 -0.1625 0.52
H 3.8006 0.6448 4.4157 -0.0684 -0.0283 0.3778 0.04
H -6.2736 -2.2416 2.6879 -0.0046 -0.2954 0.1848 0.36
H -0.1716 4.1203 0.3282 -0.1606 0.2519 0.0982 0.41
H 3.9718 -0.3463 -4.3633 0.3691 0.3421 0.1458 0.50
H 2.2121 3.0494 -5.4716 0.6211 0.2084 0.2095 0.18
H -1.5640 -2.8139 5.4581 -0.1628 -0.2314 -0.2254 0.33
H -0.0520 2.4639 -2.7966 0.5371 0.0628 -0.1879 0.05
H -1.9151 1.2313 4.4224 0.1512 0.0776 -0.3526 -0.43
H -2.8653 -5.0256 0.7737 0.2324 0.1024 -0.2287 0.27
H 4.1258 3.7144 -7.2234 0.2692 0.6077 0.7372 0.34
H -5.9787 -0.0889 3.9412 0.0765 0.3062 -0.3588 0.37
H -4.6496 2.4284 -2.0841 -0.0956 -0.2817 -0.3675 0.12
H 3.2119 4.7199 -0.9548 -0.7457 -0.1753 -0.1939 0.43
H -3.6861 -1.8758 0.5838 0.2066 0.1477 -0.2105 0.69
H -1.7196 3.9686 -2.1772 -0.3067 0.7741 -0.3397 0.44
H -0.7435 2.5979 -0.2206 0.3259 -0.8397 0.3180 0.14
H 3.0742 -3.7540 5.2255 0.2582 -0.1504 -0.1678 0.20
H 2.7851 4.9615 -7.0489 0.2140 -0.1256 -0.0493 0.36
H 2.7597 0.7005 -3.5988 -0.0312 -0.0636 -0.1824 -0.10
H -2.0346 -5.7660 3.5913 0.3605 0.2316 0.0215 0.39
H -1.8830 3.6399 0.5353 -0.0971 0.4663 -0.3112 0.56
H -0.5830 -0.6693 5.3174 0.3995 -0.0475 -0.3860 0.09
H 3.0386 3.8140 -8.4249 -0.9879 0.0277 -0.0334 0.32
H -5.1559 2.1243 -3.9034 0.6604 -0.1530 0.3010 0.25
H -1.0758 -1.3840 -3.9906 0.3571 0.6012 0.1060 -0.33
H -6.1194 3.1202 -2.8907 -0.1218 -0.1983 0.5164 0.47
H -3.5388 -5.0879 2.9912 -0.0197 -0.0496 0.0148 0.40
H 5.2787 1.4058 5.0218 -0.2495 0.8954 -0.1335 0.42
H -2.5730 -6.6041 1.4159 0.1364 -0.3626 -0.5231 0.50
H -1.6409 2.9775 4.4203 0.1352 0.0753 0.1750 0.15
H -3.6674 1.3136 6.1035 0.7806 -0.2695 0.5987 0.35
H -3.8375 -0.2007 -4.1827 -0.1639 0.0382 0.1448 0.44
H -0.4686 -3.8115 -5.6838 -0.1284 0.2143 -0.0153 0.33
H 4.6717 -3.7524 4.2776 -0.5857 -0.1281 -0.3249 0.32
H 3.8191 1.4642 -1.8880 0.2167 -0.7189 0.5450 -0.20
H -4.2025 -0.3725 3.8641 -0.0124 0.6053 0.0305 -0.15
H 2.0611 2.5208 -0.9435 -0.4239 -0.7104 -0.2174 -0.43
H -4.5399 -2.6443 2.7866 0.1540 0.4067 -0.0519 -0.11
H -3.3476 -1.4553 -3.0322 0.0360 -0.0757 -0.0597 0.34
H 1.2593 -1.0036 5.2957 -0.3456 -0.0954 -0.1903 -0.24
H 1.2423 2.9116 -6.8645 -0.2077 0.0255 -0.0803 0.25
H 0.3804 -0.6116 6.8044 0.1034 0.0618 -0.0253 0.55
H -0.1933 3.7091 -4.1202 0.0539 0.1748 0.3950 0.50
```
Forces are in eV/Å.

Entry 4:
Molecular formula: C2H5NO4
Method: DFT, ωB97M-V/def2-TZVPD

Calculated values
**Spin multiplicity**: 1
**SMILES**: O=CNC(=O)O.O
**Frontier orbital gap**: 11.474 eV
**Energy above the lowest of the compared OMol25 structures with the same formula, charge and spin**: 142.0 kJ/mol
**HOMO**: -11.3 eV

```
12
Properties=species:S:1:pos:R:3:forces:R:3:mulliken_charge:R:1
O 0.1295 -1.8743 0.4693 0.1480 0.4848 -0.0293 -0.49
O -2.8197 0.6862 -1.1215 -0.5586 -0.1435 0.4574 -0.46
O -2.0047 -1.7175 -0.1942 0.1868 -0.5100 0.8610 -0.47
O 3.9036 1.0458 1.3858 -0.4558 -0.4646 -0.7359 -0.64
N -0.7890 0.1924 -0.0566 -0.1525 0.0164 -0.1604 -0.20
C -0.8018 -1.2046 0.1470 -1.2765 -0.0929 -0.5088 0.57
C -1.6525 0.8458 -0.9745 2.3953 0.1907 -1.2530 0.21
H -2.7189 -1.1095 0.0557 0.0657 0.0695 -0.4834 0.34
H -1.0034 1.4505 -1.7115 -0.9973 -0.1329 1.0738 0.25
H 4.3568 0.1900 1.3863 -0.0470 0.2626 0.1302 0.32
H 0.1474 0.5575 -0.0487 0.1729 0.1358 0.0417 0.25
H 3.2528 0.9377 0.6630 0.5190 0.1842 0.6067 0.31
```
Forces are in eV/Å.

Entry 5:
Molecular formula: C9H13O2P
Method: DFT, ωB97M-V/def2-TZVPD

Calculated values
**Spin multiplicity**: 1
**SMILES**: C/C=C(OC)\P=C\C1=CCOC1
**Frontier orbital gap**: 7.499 eV
**Energy above the lowest of the compared OMol25 structures with the same formula, charge and spin**: 314.1 kJ/mol
**HOMO**: -7.9 eV

```
25
Properties=species:S:1:pos:R:3:forces:R:3:mulliken_charge:R:1
P 0.5270 0.2272 0.7483 -1.3031 -1.0088 -1.4971 -0.28
O 0.8871 -1.5493 -1.1891 1.1207 0.8095 1.2607 -0.33
O -3.3075 2.1483 1.4926 -1.8630 0.4020 -0.6323 -0.38
C 3.5486 -0.5226 1.4052 3.2790 1.8429 0.7152 -1.15
C -4.0114 2.0599 0.2428 1.7073 0.5455 -0.0707 -0.45
C -3.1735 1.0903 -0.5436 0.5787 -0.8862 2.0931 -0.75
C -0.8929 -0.0692 -0.1823 0.7706 3.1101 2.7091 -0.44
C 2.9186 -0.9618 0.1933 -0.2327 -4.3244 -2.9152 -0.30
C 1.6269 -0.9110 -0.1920 -1.0730 1.0077 0.9758 0.84
C -2.0257 1.7265 1.2474 1.8434 -0.4922 1.7599 -0.84
C -2.0111 0.7922 0.0705 -1.5705 1.3403 1.0080 0.53
C 1.6276 -2.3150 -2.0329 2.2729 -0.9601 -2.2286 -0.85
H 2.2975 -1.7469 -2.6972 -0.4871 0.6830 -0.1602 0.38
H -5.0708 1.9048 0.4404 0.1164 -0.3091 -0.2939 0.33
H -1.0353 -0.6060 -1.0269 0.2505 -2.0535 -2.2887 0.59
H 3.0189 0.3707 1.7449 0.5220 -0.0952 0.7239 0.39
H 4.6866 -0.2609 1.1192 -2.4659 -0.0051 0.6815 0.26
H 3.7412 -1.2839 2.1947 -0.8305 0.3522 -0.4980 0.26
H 3.5789 -1.7448 -0.3027 -0.8899 1.0819 0.0351 0.11
H -3.8340 2.9714 -0.3447 -0.6720 0.6262 0.3202 0.23
H 2.4139 -2.8645 -1.5393 -0.2420 -0.9902 0.6530 0.27
H 1.0576 -2.9610 -2.7161 -0.3083 0.2260 0.7466 0.28
H -3.5337 0.6634 -1.3919 -0.8826 -1.1574 -2.5231 0.59
H -1.6804 1.2737 2.1948 0.1480 -0.0605 -0.3889 0.38
H -1.3540 2.5685 1.0648 0.2110 0.3156 -0.1855 0.35
```
Forces are in eV/Å.

For each record above, in turn, the calculated strongest force on any atom values are 0.0561; 0.0071; 0.1219; 0.0527; 0.1015 hartree/bohr.